No. 1
Density functional theory data (ωB97M-V/def2-TZVPD) for a 2-piece molecular cluster, C36H32Cl4N2O3 overall.

Atoms and positions in Å:
1 Cl -1.92 -2.73 2.66
2 C -1.96 -1.39 1.59
3 C -1.55 -0.14 2.04
4 Cl -1.05 0.07 3.65
5 C -1.25 0.91 1.08
6 O -0.18 1.54 1.09
7 C -2.04 0.83 -0.23
8 O -2.25 1.84 -0.92
9 C -2.43 -0.51 -0.64
10 Cl -3.02 -0.69 -2.23
11 C -2.35 -1.59 0.23
12 Cl -2.67 -3.17 -0.34
13 C -1.90 7.61 6.55
14 C -1.16 7.22 5.31
15 C -1.81 7.22 4.07
16 C -1.14 6.86 2.89
17 C -1.81 7.09 1.58
18 C 0.16 6.35 3.00
19 N 0.83 5.79 1.87
20 C 0.51 4.66 1.18
21 C -0.83 4.06 1.01
22 C -1.47 3.17 2.03
23 C -2.94 3.06 1.90
24 C -0.90 3.20 3.37
25 C 0.48 3.01 3.56
26 C 1.04 2.99 4.83
27 C 0.23 3.22 5.95
28 C -1.14 3.45 5.78
29 C -1.71 3.42 4.51
30 O -1.44 4.34 -0.04
31 N 1.43 4.51 0.19
32 C 1.33 3.64 -0.94
33 C 1.80 2.33 -0.83
34 C 2.68 1.90 0.31
35 C 1.38 1.41 -1.79
36 C 0.59 1.81 -2.88
37 C 0.02 0.79 -3.81
38 C 0.31 3.17 -3.05
39 C 0.69 4.11 -2.09
40 C 0.35 5.55 -2.27
41 C 2.45 5.44 0.40
42 C 2.06 6.25 1.39
43 C 0.87 6.45 4.21
44 C 2.31 6.04 4.34
45 C 0.18 6.86 5.36
46 H -1.23 7.62 7.41
47 H -2.35 8.61 6.46
48 H -2.72 6.91 6.77
49 H -2.86 7.52 4.00
50 H -1.11 7.42 0.80
51 H -2.33 6.19 1.21
52 H -2.57 7.87 1.69
53 H -3.31 2.22 2.51
54 H -3.44 3.98 2.25
55 H -3.21 2.89 0.85
56 H 1.08 2.80 2.67
57 H 2.11 2.82 4.93
58 H 0.68 3.24 6.94
59 H -1.78 3.66 6.64
60 H -2.78 3.59 4.39
61 H 3.17 0.96 0.04
62 H 3.45 2.65 0.54
63 H 2.08 1.70 1.21
64 H 1.65 0.36 -1.67
65 H -0.14 1.21 -4.80
66 H 0.68 -0.08 -3.89
67 H -0.96 0.43 -3.44
68 H -0.25 3.50 -3.92
69 H 0.06 5.71 -3.31
70 H -0.51 5.83 -1.65
71 H 1.19 6.21 -2.05
72 H 3.32 5.46 -0.23
73 H 2.52 7.13 1.80
74 H 2.61 6.19 5.39
75 H 2.46 4.98 4.11
76 H 2.98 6.64 3.72
77 H 0.71 6.88 6.31

Values from the calculation:
Energy above the lowest of the compared OMol25 structures with the same formula, charge and spin in kcal/mol: 16.1
HOMO energy in eV: -5.97
Calculated total energy in hartree: -3566.911612

Here are the Löwdin charges for atoms 1 to 2, given in e: atom 1 (Cl): 0.6959, atom 2 (C): -0.7125



No. 2
Density functional theory data (ωB97M-V/def2-TZVPD) for C36H32F5MnN3O9S2 as an isolated structure.

Atoms and positions in Å:
1 Mn 0.28 0.38 -0.38
2 C -2.76 -1.49 3.79
3 C -1.66 -0.98 4.73
4 C -0.52 -2.00 4.82
5 C -2.27 -0.81 6.12
6 C -1.09 0.33 4.18
7 C -1.07 1.51 4.94
8 C -0.55 2.69 4.44
9 C -0.04 2.69 3.15
10 S 0.65 3.99 2.24
11 C 0.87 2.93 0.91
12 N 0.46 1.70 1.09
13 C -0.06 1.53 2.38
14 C -0.58 0.34 2.89
15 C 0.46 3.11 -1.50
16 C 0.65 4.05 -2.65
17 C -0.19 3.72 -3.82
18 C -0.71 2.46 -3.99
19 C -0.66 1.48 -3.00
20 C -0.19 1.81 -1.64
21 H -3.14 -2.45 4.15
22 H -2.39 -1.64 2.78
23 H -3.59 -0.79 3.75
24 H -0.89 -2.95 5.20
25 H 0.26 -1.64 5.51
26 H -0.05 -2.16 3.85
27 H -2.66 -1.77 6.46
28 H -3.10 -0.10 6.12
29 H -1.53 -0.49 6.86
30 H -1.48 1.51 5.94
31 H -0.54 3.59 5.04
32 H -0.57 -0.54 2.27
33 H 1.71 4.09 -2.93
34 H -0.29 4.48 -4.59
35 H -1.19 2.22 -4.93
36 H -1.01 0.48 -3.21
37 O 3.98 1.06 -1.82
38 C 2.97 1.31 -1.20
39 O 2.04 0.44 -0.95
40 C 2.82 2.67 -0.55
41 C 3.91 3.20 0.02
42 C 3.86 4.50 0.65
43 C 2.86 5.37 0.42
44 C 1.77 4.88 -0.38
45 C 1.48 3.39 -0.40
46 O -0.87 2.99 -1.08
47 N 1.13 5.78 -1.13
48 O 1.22 6.99 -1.03
49 O 0.29 5.36 -2.15
50 N 4.99 4.93 1.47
51 O 4.97 6.05 1.93
52 O 5.90 4.12 1.62
53 H 4.86 2.68 -0.02
54 H 2.89 6.39 0.77
55 F -6.41 1.47 -1.75
56 C -5.18 1.04 -1.43
57 C -4.49 1.61 -0.38
58 F -5.06 2.59 0.33
59 C -3.23 1.15 -0.05
60 F -2.57 1.71 0.97
61 C -2.61 0.12 -0.76
62 O -1.41 -0.33 -0.44
63 C -3.33 -0.43 -1.82
64 F -2.77 -1.43 -2.53
65 C -4.60 0.01 -2.16
66 F -5.25 -0.54 -3.18
67 C -0.61 -4.16 1.88
68 C -0.15 -4.72 0.54
69 C -0.20 -3.70 -0.58
70 S 1.03 -2.37 -0.63
71 O 0.80 -1.48 0.59
72 C 2.58 -3.26 -0.33
73 C 2.99 -3.33 1.14
74 C 3.70 -2.06 1.61
75 H -0.48 -4.89 2.68
76 H -1.67 -3.90 1.84
77 H -0.06 -3.26 2.14
78 H -0.79 -5.56 0.25
79 H 0.86 -5.14 0.63
80 H -1.15 -3.15 -0.59
81 H -0.10 -4.16 -1.56
82 H 3.33 -2.73 -0.91
83 H 2.44 -4.25 -0.78
84 H 3.67 -4.18 1.24
85 H 2.13 -3.54 1.77
86 H 4.63 -1.92 1.07
87 H 3.93 -2.12 2.67
88 H 3.07 -1.18 1.44

Values from the calculation:
Energy above the lowest of the compared OMol25 structures with the same formula, charge and spin in kcal/mol: 108.5
HOMO energy (spin up / spin down) in eV: -8.09 / -8.79
Spin multiplicity: 4
Calculated total energy in hartree: -4678.868099

Here are the Löwdin charges for atoms 1 to 2, given in e: atom 1 (Mn): 0.8072, atom 2 (C): -0.0359



No. 3
Density functional theory data (ωB97M-V/def2-TZVPD) for C36H33AsCuN3O3Te as an isolated structure.

Atoms and positions in Å:
1 Cu 0.57 -1.80 0.07
2 C 1.95 2.34 -6.71
3 O 1.67 3.48 -5.91
4 C 2.33 3.61 -4.73
5 C 3.23 2.68 -4.23
6 C 3.83 2.90 -3.00
7 C 3.54 4.04 -2.27
8 C 2.69 5.00 -2.81
9 C 2.07 4.78 -4.02
10 N 4.16 4.38 -1.02
11 N 4.33 3.58 -0.10
12 C 3.79 2.25 -0.09
13 C 4.66 1.21 0.12
14 C 4.24 -0.13 0.15
15 C 2.91 -0.43 0.00
16 O 2.43 -1.67 0.05
17 C 1.98 0.63 -0.19
18 N 0.68 0.27 -0.34
19 C -0.22 1.22 -0.50
20 C 0.08 2.58 -0.42
21 C 1.39 2.96 -0.24
22 C 2.40 1.98 -0.19
23 H 1.34 2.44 -7.60
24 H 1.69 1.42 -6.18
25 H 3.00 2.32 -6.99
26 H 3.49 1.80 -4.80
27 H 4.55 2.18 -2.63
28 H 2.53 5.92 -2.26
29 H 1.39 5.51 -4.44
30 H 5.71 1.45 0.25
31 H 4.95 -0.92 0.30
32 H -1.24 0.89 -0.69
33 H -0.71 3.31 -0.50
34 H 1.64 4.00 -0.13
35 O -1.20 -2.28 0.42
36 As -2.15 -1.29 1.40
37 C -1.18 -0.15 2.60
38 C -1.91 0.77 3.34
39 C -1.26 1.63 4.21
40 C 0.12 1.56 4.35
41 C 0.85 0.61 3.65
42 C 0.20 -0.26 2.78
43 C -3.18 -2.46 2.50
44 C -4.57 -2.52 2.41
45 C -5.26 -3.42 3.20
46 C -4.58 -4.26 4.07
47 C -3.19 -4.19 4.16
48 C -2.49 -3.29 3.38
49 C -3.36 -0.32 0.29
50 C -3.94 -1.07 -0.74
51 C -4.82 -0.46 -1.62
52 C -5.11 0.89 -1.48
53 C -4.53 1.63 -0.47
54 C -3.65 1.04 0.42
55 H -2.99 0.80 3.28
56 H -1.82 2.36 4.77
57 H 0.63 2.24 5.01
58 H 1.92 0.53 3.78
59 H 0.78 -1.01 2.25
60 H -5.11 -1.86 1.74
61 H -6.34 -3.47 3.14
62 H -5.12 -4.97 4.68
63 H -2.66 -4.84 4.84
64 H -1.41 -3.24 3.45
65 H -3.69 -2.12 -0.85
66 H -5.27 -1.04 -2.41
67 H -5.80 1.36 -2.18
68 H -4.76 2.69 -0.37
69 H -3.18 1.63 1.19
70 C 0.50 -5.96 -0.04
71 Te 1.51 -4.29 -0.89
72 C 3.28 -4.57 0.25
73 H 1.03 -6.87 -0.33
74 H -0.52 -5.99 -0.42
75 H 0.49 -5.86 1.04
76 H 3.23 -5.57 0.69
77 H 3.34 -3.80 1.01
78 H 4.12 -4.50 -0.43

Values from the calculation:
Energy above the lowest of the compared OMol25 structures with the same formula, charge and spin in kcal/mol: 5.7
HOMO energy (spin up / spin down) in eV: -9.65 / -9.64
Net charge: +1
Spin multiplicity: 2
Calculated total energy in hartree: -5925.618124

Here are the Löwdin charges for atoms 1 to 2, given in e: atom 1 (Cu): 0.4236, atom 2 (C): -0.0758